(1)
Below is one molecule with the formula C21H28N2O3, with properties calculated with ωB97M-V/def2-TZVPD.

CARTESIAN COORDINATES (ANGSTROEM)
C 0.36 -5.43 2.68
H 1.06 -5.77 1.91
C -0.27 -4.10 2.27
H -0.95 -3.77 3.06
H 0.51 -3.34 2.15
C -1.03 -4.23 0.96
N -1.56 -2.96 0.52
C -1.24 -2.40 -0.66
O -0.52 -2.93 -1.48
C -1.91 -1.04 -0.89
C -1.25 -0.29 -2.06
N -0.69 0.97 -1.64
C -1.20 2.19 -1.93
C -0.47 3.14 -1.22
C 0.50 2.43 -0.46
C 0.34 1.10 -0.74
C 1.11 -0.02 -0.20
C 1.24 -0.16 1.18
C 1.99 -1.20 1.71
C 2.63 -2.11 0.89
C 2.51 -1.96 -0.49
C 1.77 -0.93 -1.03
H 1.73 -0.81 -2.10
H 3.01 -2.66 -1.14
C 3.44 -3.23 1.46
H 4.50 -3.03 1.31
H 3.21 -4.17 0.96
H 3.26 -3.35 2.53
H 2.07 -1.29 2.79
H 0.74 0.54 1.83
H 1.23 2.87 0.18
C -0.65 4.58 -1.26
O -1.50 5.17 -1.90
O 0.25 5.21 -0.49
C 0.18 6.63 -0.44
C -0.85 7.11 0.57
H -0.63 6.70 1.56
H -0.84 8.19 0.63
H -1.85 6.78 0.27
H -0.08 7.01 -1.44
H 1.18 6.96 -0.17
C -2.34 2.40 -2.85
H -2.53 3.47 -2.92
H -3.24 1.91 -2.49
H -2.12 2.03 -3.85
H -0.47 -0.94 -2.47
H -1.97 -0.10 -2.85
H -2.97 -1.23 -1.09
H -1.84 -0.44 0.02
H -2.14 -2.46 1.17
H -1.85 -4.96 1.06
H -0.36 -4.57 0.16
H -0.40 -6.19 2.81
H 0.90 -5.32 3.61

The calculation puts the maximum force at 0.6 eV/A. The HOMO-LUMO gap comes out at 0.314 Eh. As for the spin multiplicity: 1. Its net charge is 0. The calculation puts the energy above the lowest of the compared OMol25 structures with the same formula, charge and spin at 87.1 kJ/mol. Its SMILES is CCCNC(=O)CCn1c(-c2ccc(C)cc2)cc(C(=O)OCC)c1C.

Per-atom Mulliken charges, elementary charge units:
1 C -1.452
2 H 0.302
3 C 0.416
4 H 0.384
5 H -0.223
6 C -0.882
7 N -0.136
8 C 0.673
9 O -0.649
10 C -0.925
11 C -1.123
12 N -0.005
13 C 0.808
14 C 0.652
15 C -0.376
16 C -0.538
17 C 0.469
18 C -0.706
19 C -0.794
20 C 1.215
21 C -0.672
22 C -0.306
23 H 0.484
24 H 0.401
25 C -1.715
26 H 0.420
27 H 0.366
28 H 0.303
29 H 0.336
30 H 0.494
31 H 0.621
32 C -0.018
33 O -0.689
34 O -0.343
35 C -0.258
36 C -1.102
37 H 0.293
38 H 0.379
39 H 0.309
40 H 0.315
41 H 0.306
42 C -1.820
43 H 0.363
44 H 0.359
45 H 0.343
46 H 0.397
47 H 0.570
48 H 0.591
49 H 0.441
50 H 0.273
51 H 0.319
52 H 0.350
53 H 0.397
54 H 0.387

(2)
Below is one molecule with the formula C21H28N2O5, with properties calculated with ωB97M-V/def2-TZVPD.

CARTESIAN COORDINATES (ANGSTROEM)
C 4.24 2.86 -0.07
C 5.57 2.29 0.40
H 6.18 2.04 -0.47
H 6.10 3.05 0.98
C 5.41 1.03 1.27
C 4.85 -0.11 0.48
C 5.68 -0.83 -0.31
C 5.23 -1.93 -1.15
O 5.93 -2.59 -1.87
O 3.89 -2.22 -1.09
C 3.04 -1.53 -0.31
C 1.71 -1.95 -0.34
C 0.76 -1.30 0.43
C 1.16 -0.22 1.25
C 2.47 0.18 1.28
C 3.45 -0.46 0.50
H 2.75 1.01 1.91
H 0.42 0.27 1.84
O -0.55 -1.62 0.49
C -1.04 -2.65 -0.33
C -2.56 -2.79 -0.17
O -3.21 -3.41 -0.98
N -3.05 -2.23 0.94
H -2.44 -1.62 1.46
C -4.46 -2.14 1.21
C -4.96 -0.70 1.23
C -4.66 0.03 -0.09
N -3.25 0.35 -0.19
C -2.87 1.62 0.42
C -3.20 2.83 -0.48
H -2.80 3.74 -0.05
O -2.62 2.69 -1.75
C -3.04 1.50 -2.38
C -2.68 0.28 -1.52
H -3.02 -0.64 -2.01
H -1.59 0.25 -1.41
H -2.53 1.47 -3.34
H -4.13 1.53 -2.55
H -4.30 2.93 -0.57
H -3.37 1.73 1.38
H -1.79 1.59 0.58
H -4.93 -0.63 -0.92
H -5.30 0.93 -0.15
H -6.03 -0.70 1.40
H -4.48 -0.16 2.05
H -4.67 -2.62 2.18
H -4.96 -2.71 0.42
H -0.59 -3.62 -0.06
H -0.83 -2.46 -1.39
H 1.46 -2.78 -0.98
H 6.74 -0.62 -0.37
H 4.78 1.26 2.13
H 6.39 0.75 1.65
H 3.62 3.15 0.78
H 4.40 3.74 -0.68
H 3.69 2.13 -0.66

The calculation puts the maximum force at 0.9 eV/A. The HOMO-LUMO gap comes out at 0.303 Eh. As for the spin multiplicity: 1. Its net charge is 0. The calculation puts the energy above the lowest of the compared OMol25 structures with the same formula, charge and spin at 170.5 kJ/mol. Its SMILES is CCCc1cc(=O)oc2cc(OCC(=O)NCCCN3CCOCC3)ccc12.

Per-atom Mulliken charges, elementary charge units:
1 C -1.114
2 C -0.334
3 H 0.341
4 H 0.375
5 C -1.062
6 C 0.856
7 C -0.292
8 C -0.067
9 O -0.633
10 O -0.501
11 C -0.366
12 C -0.290
13 C 0.511
14 C -0.952
15 C -0.760
16 C 0.656
17 H 0.287
18 H 0.466
19 O -0.090
20 C -0.349
21 C -0.077
22 O -0.687
23 N -0.012
24 H 0.221
25 C -0.945
26 C -0.713
27 C -0.867
28 N 0.570
29 C -0.743
30 C -0.587
31 H 0.393
32 O -0.423
33 C -0.654
34 C -0.551
35 H 0.487
36 H -0.096
37 H 0.397
38 H 0.340
39 H 0.302
40 H 0.472
41 H 0.175
42 H 0.534
43 H 0.417
44 H 0.395
45 H 0.289
46 H 0.342
47 H 0.452
48 H 0.617
49 H 0.446
50 H 0.570
51 H 0.493
52 H 0.430
53 H 0.390
54 H 0.274
55 H 0.384
56 H 0.283

(3)
Below is one molecule with the formula C21H28N4O2S, with properties calculated with ωB97M-V/def2-TZVPD.

CARTESIAN COORDINATES (ANGSTROEM)
C 4.38 -1.11 1.78
H 4.79 -0.42 2.51
H 5.20 -1.74 1.42
H 3.98 -0.55 0.94
C 3.29 -1.99 2.38
N 2.05 -1.27 2.59
C 2.13 -0.17 3.53
C 2.40 -0.54 4.99
H 1.63 -1.20 5.38
H 3.37 -1.03 5.09
H 2.42 0.37 5.60
H 2.90 0.52 3.18
H 1.17 0.37 3.48
C 0.92 -2.14 2.83
H 0.10 -1.52 3.20
C 0.46 -2.85 1.55
C -1.03 -3.21 1.61
N -1.85 -2.03 1.42
C -2.80 -1.95 0.48
O -3.21 -2.89 -0.17
C -3.35 -0.51 0.30
N -2.42 0.18 -0.59
N -2.78 0.24 -1.86
C -2.00 0.76 -2.76
C -0.73 1.25 -2.38
C -0.33 1.19 -1.05
C 1.00 1.68 -0.86
C 1.75 1.74 0.32
C 3.03 2.25 0.27
C 3.58 2.69 -0.93
C 2.86 2.62 -2.11
C 1.57 2.12 -2.06
S 0.49 1.92 -3.42
H 3.29 2.96 -3.04
H 4.59 3.08 -0.95
H 3.62 2.30 1.17
H 1.31 1.39 1.24
C -1.23 0.65 -0.06
O -1.01 0.59 1.15
C -2.48 0.81 -4.17
H -1.79 0.28 -4.82
H -2.53 1.84 -4.51
H -3.46 0.35 -4.24
C -4.75 -0.53 -0.27
H -4.78 -1.18 -1.14
H -5.43 -0.92 0.49
H -5.07 0.47 -0.55
H -3.31 0.02 1.26
H -1.48 -1.16 1.79
H -1.26 -3.67 2.57
H -1.30 -3.91 0.81
H 0.63 -2.19 0.70
H 1.03 -3.77 1.39
H 1.13 -2.90 3.61
H 3.66 -2.46 3.31
H 3.07 -2.80 1.68

The calculation puts the maximum force at 0.9 eV/A. The HOMO-LUMO gap comes out at 0.303 Eh. As for the spin multiplicity: 1. Its net charge is 0. The calculation puts the energy above the lowest of the compared OMol25 structures with the same formula, charge and spin at 67.2 kJ/mol. Its SMILES is CCN(CC)CCCNC(=O)[C@H](C)n1nc(C)c2sc3ccccc3c2c1=O.

Per-atom Mulliken charges, elementary charge units:
1 C -1.308
2 H 0.285
3 H 0.457
4 H 0.229
5 C -0.455
6 N 0.964
7 C -0.719
8 C -1.378
9 H 0.271
10 H 0.302
11 H 0.462
12 H 0.208
13 H 0.384
14 C -1.052
15 H 0.544
16 C -0.608
17 C -1.095
18 N -0.032
19 C 0.461
20 O -0.678
21 C 0.194
22 N 1.091
23 N -1.173
24 C 0.807
25 C 0.434
26 C -0.245
27 C 0.037
28 C -0.222
29 C -0.673
30 C -0.514
31 C -0.501
32 C 0.255
33 S -0.365
34 H 0.410
35 H 0.406
36 H 0.425
37 H 0.479
38 C 0.560
39 O -0.818
40 C -1.524
41 H 0.351
42 H 0.331
43 H 0.389
44 C -1.692
45 H 0.316
46 H 0.441
47 H 0.420
48 H 0.452
49 H 0.238
50 H 0.292
51 H 0.461
52 H 0.252
53 H 0.493
54 H 0.192
55 H 0.352
56 H 0.408

(4)
Below is one molecule with the formula C21H28N4O4, with properties calculated with ωB97M-V/def2-TZVPD.

CARTESIAN COORDINATES (ANGSTROEM)
C 7.77 2.52 0.18
C 6.57 1.62 0.12
C 5.37 2.01 0.71
C 4.27 1.18 0.68
C 4.35 -0.06 0.05
C 5.53 -0.46 -0.58
C 6.62 0.39 -0.52
H 7.54 0.09 -1.00
C 5.62 -1.75 -1.33
H 5.66 -2.59 -0.64
H 4.74 -1.89 -1.96
H 6.51 -1.77 -1.95
N 3.18 -0.86 0.05
C 3.10 -2.13 0.47
O 4.00 -2.85 0.85
N 1.78 -2.67 0.45
C 0.60 -2.05 0.20
O 0.49 -0.89 -0.12
C -0.62 -2.97 0.36
N -1.81 -2.19 0.21
C -2.21 -1.23 1.09
O -1.79 -1.08 2.21
C -3.31 -0.41 0.40
N -3.46 -1.17 -0.83
C -2.54 -2.13 -0.99
O -2.37 -2.86 -1.94
H -4.08 -0.89 -1.57
C -2.65 0.97 0.14
H -2.73 1.56 1.05
C -3.13 1.76 -1.07
H -3.08 1.13 -1.96
H -2.40 2.56 -1.22
C -4.51 2.42 -1.00
H -4.58 3.09 -1.86
H -4.57 3.05 -0.11
C -5.70 1.45 -1.04
H -6.47 1.85 -1.69
C -6.34 1.19 0.32
C -5.38 0.85 1.46
H -4.71 1.69 1.65
H -5.99 0.72 2.36
C -4.57 -0.44 1.29
H -5.22 -1.23 0.92
H -4.23 -0.73 2.28
H -6.89 2.08 0.62
H -7.07 0.38 0.21
H -5.38 0.50 -1.48
H -1.58 0.78 -0.02
H -0.60 -3.44 1.35
H -0.62 -3.73 -0.43
H 1.76 -3.64 0.74
H 2.29 -0.38 -0.08
H 3.34 1.48 1.14
H 5.30 2.97 1.20
H 8.56 2.15 -0.47
H 8.16 2.55 1.20
H 7.51 3.53 -0.11

The calculation puts the maximum force at 0.6 eV/A. The HOMO-LUMO gap comes out at 0.338 Eh. As for the spin multiplicity: 1. Its net charge is 0. The calculation puts the energy above the lowest of the compared OMol25 structures with the same formula, charge and spin at 15.7 kJ/mol. Its SMILES is Cc1ccc(NC(=O)NC(=O)CN2C(=O)NC3(CCCCCCC3)C2=O)c(C)c1.

Per-atom Mulliken charges, elementary charge units:
1 C -1.464
2 C 0.728
3 C -0.797
4 C -0.653
5 C 0.377
6 C 0.965
7 C -0.729
8 H 0.296
9 C -1.655
10 H 0.310
11 H 0.334
12 H 0.444
13 N 0.046
14 C 0.301
15 O -0.633
16 N -0.143
17 C 0.911
18 O -0.822
19 C -1.119
20 N 0.192
21 C -0.599
22 O -0.660
23 C 2.466
24 N 0.028
25 C 0.400
26 O -0.673
27 H 0.203
28 C -1.033
29 H 0.434
30 C -0.935
31 H 0.395
32 H 0.429
33 C -0.813
34 H 0.364
35 H 0.392
36 C -0.394
37 H 0.444
38 C -0.892
39 C -0.790
40 H 0.359
41 H 0.442
42 C -1.367
43 H 0.247
44 H 0.426
45 H 0.348
46 H 0.379
47 H 0.038
48 H 0.318
49 H 0.360
50 H 0.463
51 H 0.280
52 H 0.206
53 H 0.453
54 H 0.388
55 H 0.348
56 H 0.300
57 H 0.363